Entry 1:
Below is a cluster of 4 separate species, CH11NO4 in total in a non-equilibrium geometry, with properties calculated with ωB97M-V/def2-TZVPD.

ORCA input file:
```
! wB97M-V def2-TZVPD RIJCOSX def2/J DEFGRID3
* xyz -1 2
H 0.55905 -0.12162 2.92213
H -1.47310 1.31243 0.73178
H -0.67060 -2.86862 0.36865
H -0.24554 1.62770 -1.29391
H 0.37762 -1.85335 -0.21591
C 0.14764 1.94104 -0.32328
H 0.14595 -1.41457 2.33132
H -0.22700 -1.41502 -2.27453
O 0.49502 -1.58350 -2.89432
H -0.73844 2.55084 1.42116
O -0.20217 -0.52988 2.46990
N -0.99402 2.18252 0.50945
H 0.78687 2.81052 -0.31284
H 1.21133 -0.96986 -2.71391
O -0.57105 -2.03786 -0.12612
H 0.61766 0.11056 0.49625
O 1.01269 0.87268 0.04382
*
```

Computed properties:
Maximum force ... 1.838 eV/Å
Energy ... -10894.624 eV
LUMO energy (alpha / beta) ... 3.8706 / 3.7202 eV
HOMO energy (alpha / beta) ... 0.45 / -6.62 eV
Frontier orbital gap (alpha / beta) ... 3.42 / 10.34 eV
Energy relative to the best compared isomer or geometry (same formula, charge and spin) ... 48.9 kJ/mol

Entry 2:
Below is a cluster of 5 separate species, CH11NO4 in total in a non-equilibrium geometry, with properties calculated with ωB97M-V/def2-TZVPD.

ORCA input file:
```
! wB97M-V def2-TZVPD RIJCOSX def2/J DEFGRID3
* xyz 0 1
C 0.49391 0.49405 2.04138
H -0.35166 1.10543 3.57515
H 1.25691 -2.97899 -2.93809
H 1.03715 -0.37702 1.68491
O -4.02208 1.48790 5.63857
O 1.98754 0.29346 -5.01274
H -0.02417 -2.34811 -2.66205
H 0.81553 0.85708 -1.50287
H 1.03407 -0.50415 -2.19153
N -0.28690 0.26204 3.01776
H 0.76923 1.48410 1.67866
H -3.33611 0.81285 5.52172
O 0.73661 -0.09318 -1.36828
H -4.45061 1.31367 4.78547
O 0.69713 -2.28005 -3.30594
H 2.06679 0.96246 -4.32910
H 1.57666 -0.49153 -4.63302
*
```

Computed properties:
Maximum force ... 1.387 eV/Å
Energy ... -10894.194 eV
LUMO energy ... 0.3345 eV
HOMO energy ... -10.07 eV
SMILES ... C=N.O.O.O.O
Frontier orbital gap ... 10.40 eV
Energy relative to the best compared isomer or geometry (same formula, charge and spin) ... 176.7 kJ/mol

Entry 3:
Below is a cluster of 4 separate species, CH11NO4 in total in a non-equilibrium geometry, with properties calculated with ωB97M-V/def2-TZVPD.

ORCA input file:
```
! wB97M-V def2-TZVPD RIJCOSX def2/J DEFGRID3
* xyz 0 1
O -1.06443 -2.20580 0.75692
O -0.01351 0.00242 1.35148
H -1.04541 -2.05272 -0.84595
H 3.34241 1.90840 0.76721
C -0.63837 0.81590 0.35070
H -0.68395 1.88168 0.82767
O -1.28067 -1.66448 -1.80425
O 2.84729 2.20130 -0.01738
H -1.67670 0.28230 0.12487
H -0.14855 0.23901 -1.49080
H 2.92822 1.64419 -0.84641
H 0.96606 -0.30117 1.32554
H -1.08898 -1.33225 1.42261
H -2.08627 -1.21521 -1.57955
N -0.03342 1.09011 -0.89036
H 0.78586 1.72172 -0.91323
H -1.10958 -3.01540 1.46092
*
```

Computed properties:
Maximum force ... 5.696 eV/Å
Energy ... -10893.743 eV
LUMO energy ... 0.4140 eV
HOMO energy ... -9.44 eV
SMILES ... NCO.O.O.O
Frontier orbital gap ... 9.86 eV
Energy relative to the best compared isomer or geometry (same formula, charge and spin) ... 220.2 kJ/mol

Entry 4:
Below is a cluster of 5 separate species, CH11NO5 in total in a non-equilibrium geometry, with properties calculated with ωB97M-V/def2-TZVPD.

ORCA input file:
```
! wB97M-V def2-TZVPD RIJCOSX def2/J DEFGRID3
* xyz 0 1
H -3.57700 3.27160 -0.18685
O -2.62399 2.01052 1.67733
H -1.72283 -0.96226 -0.43651
O -2.98580 3.83195 -0.63663
O 2.41396 0.15256 -0.15381
H 0.46192 -6.54623 -3.44568
H -0.81875 -0.73529 0.83721
H -2.56752 0.99131 1.73660
C 3.28420 0.18895 0.65072
O -1.62498 -0.36309 0.35602
H -1.10885 -6.57680 -3.07910
H -2.64642 4.33665 0.13598
H 3.87687 -0.62005 0.89027
O -0.19484 -6.56345 -2.71249
H 4.69228 1.83233 1.27574
N 3.75758 1.35722 1.10194
H 3.20005 2.11434 0.77576
H -1.81589 2.27973 1.21349
*
```

Computed properties:
Maximum force ... 4.149 eV/Å
Energy ... -12942.229 eV
LUMO energy ... 0.5794 eV
HOMO energy ... -10.31 eV
SMILES ... NC=O.O.O.O.O
Frontier orbital gap ... 10.89 eV
Energy relative to the best compared isomer or geometry (same formula, charge and spin) ... 183.5 kJ/mol

Entry 5:
Below is a cluster of 5 separate species, CH12NO4 in total in a non-equilibrium geometry, with properties calculated with ωB97M-V/def2-TZVPD.

ORCA input file:
```
! wB97M-V def2-TZVPD RIJCOSX def2/J DEFGRID3
* xyz 1 1
H 1.22219 -1.57272 3.54524
H -1.63508 2.20218 -1.73377
O -0.11381 2.19129 2.56765
H 0.14906 -2.41050 3.13793
H -0.56668 0.23421 -2.79864
H -1.33005 -2.50063 -2.48640
O -0.46836 -2.08883 -2.43719
H -0.05696 -1.17668 0.51442
H 0.20607 2.75009 -1.48364
N -0.12345 0.84961 -2.11676
O 1.00093 -2.12898 2.76095
C -0.55786 2.00646 -1.73136
H -0.62845 2.48215 1.79031
H 0.36160 0.14435 1.03787
H 0.03924 2.95136 3.14002
H -0.00581 -2.71176 -3.01582
O 0.34889 -0.35080 0.20265
H 0.16880 0.35416 -1.16808
*
```

Computed properties:
Maximum force ... 2.032 eV/Å
Energy ... -10903.121 eV
LUMO energy ... -5.8415 eV
HOMO energy ... -14.55 eV
Frontier orbital gap ... 8.70 eV
Energy relative to the best compared isomer or geometry (same formula, charge and spin) ... 255.1 kJ/mol

Entry 6:
Below is a cluster of 5 separate species, CH12NO4 in total in a non-equilibrium geometry, with properties calculated with ωB97M-V/def2-TZVPD.

ORCA input file:
```
! wB97M-V def2-TZVPD RIJCOSX def2/J DEFGRID3
* xyz 1 1
O -0.80868 0.55344 -0.72209
C 2.14243 -0.58827 0.40079
H -0.69476 1.24108 -1.31789
H 0.08899 -0.37857 -0.21979
O -4.44414 1.01413 -1.70116
N 0.90935 -0.87520 0.36269
O -0.68155 -2.92827 1.53122
H 3.91487 2.83708 0.94223
H -1.54414 -2.75105 1.94847
H -5.15193 1.45434 -2.04449
H 2.60695 0.08331 -0.36941
H 2.78507 -0.76546 1.30254
H 4.13818 3.12723 -0.54679
O 3.70201 2.38972 0.06214
H -5.07183 0.43576 -1.22188
H -1.70175 0.25319 -0.87877
H -0.79811 -3.81748 1.23398
H 0.60903 -1.28500 1.23821
*
```

Computed properties:
Maximum force ... 4.743 eV/Å
Energy ... -10904.236 eV
LUMO energy ... -3.7940 eV
HOMO energy ... -14.59 eV
Frontier orbital gap ... 10.80 eV
Energy relative to the best compared isomer or geometry (same formula, charge and spin) ... 147.6 kJ/mol

Entry 7:
Below is a cluster of 5 separate species, CH12NO4 in total in a non-equilibrium geometry, with properties calculated with ωB97M-V/def2-TZVPD.

ORCA input file:
```
! wB97M-V def2-TZVPD RIJCOSX def2/J DEFGRID3
* xyz 1 1
N 0.07595 0.83356 0.31475
H 1.18276 4.21480 1.59827
C -0.45121 1.66041 -0.53034
H 0.25442 3.14333 2.15722
H -0.05425 2.60070 -0.88722
H -0.87167 -6.36023 1.95417
H -0.19619 -6.23963 0.68817
H -0.35534 -0.00836 0.73074
O -0.70587 -5.78914 1.29801
O -0.97090 -1.72446 0.18818
O 0.98967 3.32704 1.64057
H 0.48326 2.31018 -3.58479
H 1.05696 1.03669 0.29793
H -1.59630 1.58823 -0.62743
O 0.92040 1.91573 -2.87447
H 1.87120 2.03249 -3.00304
H -0.40107 -2.25353 -0.34706
H -1.23182 -2.28782 0.98634
*
```

Computed properties:
Maximum force ... 5.156 eV/Å
Energy ... -10904.079 eV
LUMO energy ... -4.4141 eV
HOMO energy ... -14.08 eV
Frontier orbital gap ... 9.66 eV
Energy relative to the best compared isomer or geometry (same formula, charge and spin) ... 162.7 kJ/mol

Entry 8:
Below is a cluster of 5 separate species, CH12NO5 in total in a non-equilibrium geometry, with properties calculated with ωB97M-V/def2-TZVPD.

ORCA input file:
```
! wB97M-V def2-TZVPD RIJCOSX def2/J DEFGRID3
* xyz -1 1
O -1.15570 -2.00761 -0.30442
O -3.13459 -0.53668 -2.36715
H -3.53701 -0.45593 -1.49500
H 1.68569 0.01737 1.85607
H 2.37361 1.18150 -0.01250
O -0.08049 -0.36851 -2.05109
O 0.45028 -1.07321 1.33784
H 2.67079 2.56214 0.95425
H -0.32890 -0.64722 1.71508
H 0.06033 1.42829 0.22261
H 0.19577 2.03302 1.71606
H 0.30366 -0.35397 -1.17251
O 2.30536 0.78739 1.90515
H -2.33688 -1.02649 -2.12684
H -0.07122 -1.45069 0.48878
N 0.60009 2.06993 0.78851
H -0.85873 -0.92154 -1.94466
C 1.97681 1.72534 0.85614
H -1.11886 -2.96312 -0.36633
*
```

Computed properties:
Maximum force ... 2.707 eV/Å
Energy ... -12960.142 eV
LUMO energy ... 3.9723 eV
HOMO energy ... -5.01 eV
Frontier orbital gap ... 8.98 eV
Energy relative to the best compared isomer or geometry (same formula, charge and spin) ... 79.3 kJ/mol

Entry 9:
Below is a structure of composition CH12Na4O9 in a non-equilibrium geometry, with properties calculated with ωB97M-V/def2-TZVPD.

ORCA input file:
```
! wB97M-V def2-TZVPD RIJCOSX def2/J DEFGRID3
* xyz 2 1
Na -2.53319 16.01357 8.67313
O 0.68815 16.51877 5.77453
H -6.72245 17.70066 4.79913
H -5.52291 16.64404 7.44660
H -2.74182 20.25242 4.05331
O -1.68872 16.07192 4.48757
O -3.45853 17.25268 5.10224
O -4.86924 17.30268 7.70649
Na -4.31339 13.49334 6.47233
H -3.93166 18.18471 2.10663
H -0.18755 16.56902 5.35649
C -2.70374 16.27545 5.26522
H -0.55551 16.77624 1.57619
O -0.05888 17.07442 2.34621
H -2.88541 17.81420 3.15791
H -2.92416 19.09944 5.04738
O -6.07464 17.29956 4.20657
Na -2.46258 14.28338 3.00662
Na -0.78864 14.03642 5.90089
H -5.22287 17.34259 4.67837
H -4.25470 17.34955 6.94748
H -0.65348 16.94732 3.09854
O -2.97605 18.13407 2.25250
O -2.76192 15.50090 6.31797
O -2.51892 19.97297 4.94944
H 1.30796 16.52924 5.02996
*
```

Computed properties:
Maximum force ... 3.102 eV/Å
Energy ... -37313.696 eV
LUMO energy ... -9.4877 eV
HOMO energy ... -14.84 eV
Frontier orbital gap ... 5.35 eV
Energy relative to the best compared isomer or geometry (same formula, charge and spin) ... 259.6 kJ/mol

Entry 10:
Below is a cluster of 5 separate species, CH12O5 in total in a non-equilibrium geometry, with properties calculated with ωB97M-V/def2-TZVPD.

ORCA input file:
```
! wB97M-V def2-TZVPD RIJCOSX def2/J DEFGRID3
* xyz -1 2
H -2.06896 2.29929 -0.57578
C -0.39238 -0.15561 2.32783
H 1.00456 -2.85054 -1.61982
H 0.66528 -0.40589 2.41045
H -0.49455 0.64752 1.59801
O 0.75113 0.30316 -0.76356
O -1.16670 -1.24876 1.87253
H -2.36357 0.87599 -0.15231
O -1.67639 1.42772 -0.52597
H 2.51342 2.11616 -2.72945
O 0.38339 -2.31840 -1.12263
H -1.89571 -0.91038 1.34751
O 2.78525 1.46306 -2.08464
H 1.97202 1.19559 -1.65645
H 0.50356 -0.61751 -0.84907
H -0.03152 0.73084 -0.41606
H 0.19296 -2.83846 -0.34191
H -0.68180 0.28622 3.28131
*
```

Computed properties:
Maximum force ... 1.278 eV/Å
Energy ... -11468.294 eV
LUMO energy (alpha / beta) ... 3.3047 / 3.1762 eV
HOMO energy (alpha / beta) ... 0.42 / -6.76 eV
Frontier orbital gap (alpha / beta) ... 2.88 / 9.94 eV
Energy relative to the best compared isomer or geometry (same formula, charge and spin) ... 0.0 kJ/mol